(1)
80
Properties=species:S:1:pos:R:3 method="wB97M-V/def2-TZVPD" homo_lumo_gap_ev="4.7 / 4.1" e_lumo_ha="-0.3147 / -0.3410" fmax_ev_per_a=2.72 homo_energy_ev="-13.26 / -13.43" total_charge=+2 multiplicity=1
Pb 1.191 3.765 0.263
C 3.847 3.028 5.201
C 3.519 2.047 4.349
C 2.611 0.878 4.590
C 1.176 1.056 4.075
C 0.384 2.132 4.784
C 0.858 2.971 5.723
C 1.884 2.704 6.796
C 3.336 3.223 6.596
C 0.286 5.410 1.420
H 4.659 3.724 4.912
H 4.092 1.978 3.418
H 2.591 0.552 5.631
H 3.061 0.046 4.029
H 1.242 1.202 2.976
H 0.578 0.136 4.184
H -0.670 2.241 4.456
H 0.356 3.947 5.823
H 1.958 1.628 7.024
H 1.509 3.191 7.712
H 3.442 4.279 6.906
H 4.034 2.658 7.240
H 0.946 6.275 1.259
H 0.396 5.168 2.476
H -0.743 5.627 1.190
P 0.399 -1.764 -3.268
P -2.692 -1.070 -2.750
C -0.655 -2.862 -2.288
C -1.988 -2.624 -2.149
C 1.182 -3.030 -4.399
C 1.223 -4.395 -4.085
C 1.877 -5.296 -4.936
C 2.412 -4.853 -6.146
C 2.254 -3.517 -6.530
C 1.637 -2.608 -5.666
C 1.635 -1.399 -1.950
C 1.246 -0.542 -0.897
C 2.170 -0.179 0.085
C 3.478 -0.680 0.040
C 3.857 -1.539 -0.999
C 2.955 -1.855 -2.019
C -4.202 -1.888 -3.475
C -4.031 -2.747 -4.578
C -5.140 -3.383 -5.135
C -6.410 -3.195 -4.568
C -6.569 -2.389 -3.436
C -5.467 -1.718 -2.907
C -3.403 -0.428 -1.183
C -3.827 0.918 -1.182
C -4.405 1.465 -0.036
C -4.528 0.691 1.124
C -4.095 -0.638 1.130
C -3.487 -1.182 -0.008
H -0.167 -3.663 -1.707
H -2.663 -3.327 -1.633
H 0.734 -4.772 -3.194
H 1.952 -6.344 -4.649
H 2.935 -5.556 -6.802
H 2.609 -3.190 -7.508
H 1.495 -1.573 -5.976
H 0.227 -0.146 -0.865
H 1.877 0.513 0.888
H 4.203 -0.391 0.808
H 4.868 -1.952 -1.029
H 3.282 -2.447 -2.876
H -3.033 -2.914 -4.983
H -5.022 -4.018 -6.017
H -7.284 -3.678 -5.014
H -7.549 -2.263 -2.968
H -5.595 -1.074 -2.039
H -3.673 1.532 -2.072
H -4.740 2.504 -0.042
H -4.935 1.132 2.036
H -4.195 -1.256 2.024
H -3.059 -2.182 0.044
O 2.885 6.990 2.198
Cl 3.156 5.621 2.571
O 4.505 5.433 3.094
O 2.200 5.128 3.559
O 3.021 4.733 1.330

=====

(2)
76
Properties=species:S:1:pos:R:3 method="wB97M-V/def2-TZVPD" homo_lumo_gap_ev="7.4 / 7.5" e_lumo_ha="-0.0045 / -0.0024" fmax_ev_per_a=2.36 homo_energy_ev="-7.51 / -7.53" multiplicity=5
Cr -2.575 -0.663 -4.248
C 0.634 0.891 -0.710
C 0.680 1.695 -1.781
C 1.592 1.683 -2.975
C 1.527 0.486 -3.997
C 1.477 -0.887 -3.390
C 1.985 -1.227 -2.213
C 2.780 -0.374 -1.264
C 1.875 0.232 -0.171
C -4.419 -0.499 -3.185
H -0.214 0.919 -0.023
H -0.127 2.421 -1.907
H 2.644 1.772 -2.674
H 1.356 2.601 -3.555
H 0.657 0.639 -4.666
H 2.439 0.559 -4.630
H 0.955 -1.644 -3.991
H 2.026 -2.280 -1.914
H 3.335 0.442 -1.739
H 3.550 -0.995 -0.770
H 1.657 -0.553 0.562
H 2.467 0.992 0.364
H -4.162 -0.280 -2.128
H -5.077 -1.394 -3.171
H -5.015 0.347 -3.567
P -4.344 0.942 -7.454
P -3.503 -1.702 -7.587
C -2.909 0.694 -8.565
C -2.501 -0.601 -8.624
C -5.365 2.075 -8.535
C -4.858 2.698 -9.690
C -5.542 3.763 -10.282
C -6.820 4.101 -9.828
C -7.422 3.349 -8.819
C -6.699 2.345 -8.174
C -3.507 2.020 -6.256
C -2.537 1.394 -5.441
C -1.797 2.185 -4.551
C -2.022 3.554 -4.478
C -2.946 4.166 -5.326
C -3.667 3.402 -6.240
C -4.296 -2.638 -9.022
C -5.199 -1.952 -9.866
C -5.667 -2.553 -11.041
C -5.293 -3.865 -11.365
C -4.440 -4.565 -10.504
C -3.943 -3.955 -9.344
C -2.265 -2.902 -7.001
C -2.715 -3.893 -6.111
C -1.821 -4.839 -5.626
C -0.475 -4.787 -6.002
C -0.035 -3.804 -6.887
C -0.926 -2.855 -7.386
H -2.442 1.559 -9.058
H -1.737 -0.991 -9.301
H -3.919 2.354 -10.120
H -5.072 4.324 -11.091
H -7.341 4.941 -10.274
H -8.452 3.544 -8.529
H -7.156 1.764 -7.375
H -2.169 0.359 -5.751
H -1.072 1.706 -3.888
H -1.456 4.149 -3.768
H -3.089 5.238 -5.290
H -4.340 3.879 -6.947
H -5.521 -0.932 -9.619
H -6.325 -1.997 -11.717
H -5.660 -4.334 -12.284
H -4.147 -5.588 -10.741
H -3.262 -4.510 -8.698
H -3.759 -3.905 -5.799
H -2.172 -5.621 -4.957
H 0.232 -5.515 -5.604
H 1.007 -3.765 -7.199
H -0.575 -2.093 -8.076
F -1.461 -1.731 -3.170

=====

(3)
86
Properties=species:S:1:pos:R:3 method="wB97M-V/def2-TZVPD" homo_lumo_gap_ev=6.8 e_lumo_ha=0.0679 fmax_ev_per_a=1.70 homo_energy_ev=-4.95 total_charge=-1 multiplicity=1
Tl 0.286 -0.477 0.020
C 0.532 -5.004 -1.450
C 1.850 -4.311 -1.783
N 2.352 -3.555 -0.641
C 3.176 -4.371 0.234
C 2.945 -4.104 1.726
C 2.965 -2.303 -1.047
C 3.340 -1.362 0.098
N 2.227 -1.131 0.994
C 2.453 -0.637 2.214
C 1.428 -0.733 3.192
F 0.275 -1.335 2.822
C 1.550 -0.260 4.475
F 0.537 -0.425 5.356
C 2.713 0.360 4.911
C 3.735 0.474 3.988
F 4.876 1.101 4.367
C 3.633 -0.013 2.699
F 4.709 0.182 1.885
H -0.170 -4.230 -1.150
H 0.648 -5.735 -0.650
H 0.137 -5.505 -2.333
H 1.664 -3.627 -2.612
H 2.595 -5.046 -2.139
H 4.246 -4.239 -0.003
H 2.932 -5.419 0.038
H 3.696 -3.433 2.133
H 2.983 -5.036 2.287
H 1.970 -3.652 1.864
H 2.249 -1.785 -1.689
H 3.890 -2.476 -1.637
H 3.689 -0.426 -0.363
H 4.177 -1.793 0.658
H 2.808 0.745 5.910
C -1.223 -3.700 1.614
O -1.511 -2.434 1.064
C -2.516 -2.298 0.170
C -3.288 -3.318 -0.366
C -4.345 -3.024 -1.213
C -4.648 -1.715 -1.538
C -3.874 -0.687 -1.033
C -2.804 -0.963 -0.189
N -1.953 0.014 0.310
N -2.461 1.187 0.404
C -1.829 2.263 0.872
C -0.543 2.266 1.521
O 0.176 1.246 1.685
C -0.089 3.525 2.065
C -0.776 4.677 1.919
C -2.035 4.705 1.251
C -2.746 5.899 1.065
C -3.963 5.908 0.428
C -4.513 4.708 -0.024
C -3.826 3.530 0.128
C -2.572 3.494 0.759
H -2.137 -4.274 1.800
H -0.551 -4.267 0.967
H -0.729 -3.498 2.563
H -3.072 -4.352 -0.146
H -4.930 -3.835 -1.624
H -5.479 -1.495 -2.192
H -4.065 0.342 -1.293
H 0.872 3.508 2.557
H -0.370 5.604 2.307
H -2.328 6.826 1.432
H -4.502 6.833 0.278
H -5.485 4.704 -0.499
H -4.243 2.603 -0.231
C -0.283 4.352 -1.935
C 0.423 3.285 -2.781
C -0.419 2.938 -4.013
C 1.810 3.778 -3.205
C 0.555 2.077 -1.967
C 0.673 1.064 -1.325
H -0.406 5.276 -2.499
H 0.297 4.565 -1.038
H -1.265 3.999 -1.628
H -0.570 3.822 -4.631
H -1.390 2.555 -3.704
H 0.079 2.172 -4.603
H 1.720 4.698 -3.781
H 2.306 3.026 -3.816
H 2.424 3.972 -2.327
O -0.342 -2.274 -3.685
N 0.076 -1.675 -2.693
O -0.430 -2.047 -1.551

=====

(4)
87
Properties=species:S:1:pos:R:3 method="wB97M-V/def2-TZVPD" homo_lumo_gap_ev=7.3 e_lumo_ha=-0.1888 fmax_ev_per_a=5.17 homo_energy_ev=-12.46 total_charge=+2 multiplicity=1
Hf -0.685 -1.905 1.651
O -3.565 1.182 1.901
C -2.577 0.447 2.054
O -2.477 -0.809 1.672
C -1.361 0.972 2.704
C -1.240 2.317 3.100
C -0.012 2.730 3.611
C 1.059 1.818 3.699
C 0.838 0.508 3.343
N -0.342 0.095 2.854
H -2.157 2.924 3.021
H 0.112 3.757 3.930
H 2.026 2.178 4.095
H 1.626 -0.255 3.425
F -1.486 4.226 -1.083
C -0.864 3.231 -1.785
C -0.835 1.990 -1.162
C -0.220 0.862 -1.753
C 0.035 -0.362 -1.088
O -0.158 -0.368 0.236
C 0.537 -1.449 -1.782
C 0.944 -1.252 -3.092
N 0.738 -0.063 -3.785
C 1.266 0.143 -5.094
C 1.017 -0.953 -6.093
C 0.261 0.321 -6.246
C 0.283 1.036 -3.069
C 0.276 2.323 -3.669
C -0.323 3.475 -3.093
N -0.376 4.695 -3.768
C -0.703 5.928 -3.043
C -0.471 7.186 -3.856
N 0.562 7.009 -4.945
C 0.264 5.879 -5.898
C -0.511 4.755 -5.217
C 0.480 -2.860 -1.188
O 1.030 -3.823 -1.743
O -0.211 -2.942 -0.086
H -1.324 1.883 -0.204
H 1.384 -2.070 -3.686
H 2.263 0.653 -5.194
H 0.481 -1.837 -5.740
H 1.869 -1.109 -6.762
H -0.809 0.285 -5.998
H 0.594 1.005 -6.992
H 0.815 2.428 -4.599
H -0.096 5.943 -2.147
H -1.748 5.923 -2.721
H -0.119 7.988 -3.202
H -1.400 7.519 -4.316
H 1.452 6.769 -4.446
H 0.729 7.907 -5.457
H 1.236 5.556 -6.304
H -0.327 6.286 -6.726
H -0.167 3.799 -5.637
H -1.567 4.807 -5.500
N -3.127 -3.489 5.241
C -2.599 -2.554 6.104
C -1.606 -1.923 5.397
N -1.568 -2.374 4.110
C -2.504 -3.355 4.050
C -2.658 -4.070 2.845
N -1.880 -3.812 1.763
C -2.227 -4.713 0.805
C -3.228 -5.512 1.239
N -3.498 -5.082 2.540
H -3.927 -4.069 5.471
H -2.909 -2.460 7.138
H -0.954 -1.126 5.708
H -1.667 -4.694 -0.113
H -3.795 -6.327 0.798
H -4.242 -5.460 3.120
C 4.257 -2.871 4.026
C 3.017 -3.732 3.972
C 3.230 -5.045 3.222
C 2.449 -4.003 5.359
C 1.972 -3.105 3.223
C 1.044 -2.598 2.555
H 5.083 -3.370 4.544
H 4.058 -1.947 4.562
H 4.563 -2.610 3.013
H 3.904 -5.761 3.716
H 3.636 -4.902 2.230
H 2.262 -5.553 3.108
H 3.137 -4.538 6.016
H 1.536 -4.563 5.254
H 2.190 -3.063 5.852

=====

(5)
76
Properties=species:S:1:pos:R:3 method="wB97M-V/def2-TZVPD" homo_lumo_gap_ev="6.9 / 5.0" e_lumo_ha="-0.2510 / -0.3351" fmax_ev_per_a=2.99 homo_energy_ev="-13.76 / -14.11" total_charge=+2 multiplicity=5
Os 1.380 -1.394 0.693
C 2.929 -2.661 1.651
C 3.255 -1.245 1.693
C 4.353 -0.630 0.837
C 3.892 -0.175 -0.552
C 2.759 -1.045 -1.124
C 2.813 -2.448 -1.154
C 3.861 -3.359 -0.624
C 3.811 -3.618 0.903
C 0.738 -1.516 2.594
H 2.590 -3.185 2.560
H 3.155 -0.788 2.684
H 5.225 -1.286 0.730
H 4.732 0.235 1.413
H 3.557 0.871 -0.455
H 4.751 -0.097 -1.258
H 2.225 -0.562 -1.957
H 2.128 -2.937 -1.842
H 4.882 -3.055 -0.899
H 3.708 -4.338 -1.101
H 3.505 -4.662 1.056
H 4.821 -3.551 1.333
H 1.075 -2.330 3.269
H -0.325 -1.654 2.360
H 0.924 -0.556 3.099
P -1.112 1.805 0.751
P -1.298 -0.620 -0.825
C -0.714 1.997 -1.005
C -0.614 0.820 -1.701
C -2.303 3.217 0.986
C -2.339 4.358 0.175
C -3.128 5.480 0.501
C -3.929 5.488 1.649
C -3.912 4.348 2.464
C -3.123 3.232 2.131
C 0.343 2.487 1.661
C 1.478 1.670 1.798
C 2.448 1.993 2.731
C 2.387 3.212 3.433
C 1.338 4.098 3.189
C 0.310 3.730 2.324
C -3.045 -0.481 -1.601
C -3.963 0.497 -1.149
C -5.199 0.712 -1.779
C -5.608 -0.092 -2.850
C -4.728 -1.078 -3.305
C -3.466 -1.246 -2.697
C -0.811 -2.073 -1.818
C -1.311 -3.305 -1.365
C -0.903 -4.482 -1.977
C -0.016 -4.429 -3.056
C 0.418 -3.198 -3.547
C 0.014 -2.008 -2.941
H -0.626 3.005 -1.449
H -0.343 0.725 -2.758
H -1.743 4.392 -0.737
H -3.130 6.360 -0.147
H -4.548 6.362 1.907
H -4.533 4.330 3.359
H -3.132 2.346 2.767
H 1.592 0.721 1.201
H 3.232 1.278 2.940
H 3.183 3.439 4.170
H 1.323 5.062 3.686
H -0.532 4.397 2.174
H -3.709 1.114 -0.280
H -5.861 1.518 -1.454
H -6.584 0.053 -3.337
H -5.011 -1.708 -4.153
H -2.809 -2.005 -3.116
H -1.945 -3.336 -0.482
H -1.250 -5.439 -1.595
H 0.330 -5.357 -3.522
H 1.102 -3.157 -4.397
H 0.370 -1.049 -3.313
F 0.668 -3.193 0.452

=====

(6)
74
Properties=species:S:1:pos:R:3 method="wB97M-V/def2-TZVPD" homo_lumo_gap_ev=4.8 e_lumo_ha=-0.1888 fmax_ev_per_a=1.72 homo_energy_ev=-9.96 total_charge=+1 multiplicity=1
C 1.798 -5.766 4.507
C 0.459 -5.984 4.173
C -0.231 -5.046 3.411
C 0.407 -3.876 2.987
C -0.413 -2.920 2.119
C -0.519 -3.388 0.668
C -1.754 -3.321 0.012
C -1.844 -3.648 -1.342
C -0.713 -4.110 -2.025
C 0.507 -4.233 -1.351
C 0.608 -3.868 -0.004
C 0.088 -1.453 2.176
C -0.157 -0.814 3.568
C -0.831 0.545 3.308
C -1.152 0.573 1.806
N -0.540 -0.582 1.242
C 1.737 -3.633 3.350
C 2.432 -4.593 4.096
H 2.342 -6.510 5.086
H -0.062 -6.880 4.502
H -1.280 -5.195 3.133
H -1.441 -2.923 2.531
H -2.634 -3.004 0.579
H -2.805 -3.547 -1.848
H -0.788 -4.373 -3.083
H 1.387 -4.621 -1.867
H 1.560 -3.950 0.530
H 1.168 -1.463 1.951
H -0.845 -1.444 4.148
H 0.790 -0.735 4.114
H -1.751 0.636 3.890
H -0.162 1.375 3.563
H -2.241 0.621 1.615
H -0.730 1.486 1.372
H -0.638 -0.791 0.256
H 2.243 -2.707 3.053
H 3.472 -4.407 4.353
C -0.220 2.844 -5.558
C -0.853 2.802 -4.234
N -2.132 3.227 -4.076
C -3.053 3.535 -5.154
C -2.483 3.254 -2.728
C -1.358 2.811 -2.001
C -1.451 2.699 -0.623
C -2.688 2.936 -0.001
C -3.816 3.303 -0.764
C -3.722 3.498 -2.151
C -0.329 2.429 -2.953
C 0.843 1.719 -2.608
C 1.818 2.131 -1.659
C 1.689 3.346 -0.929
C 2.541 3.625 0.125
C 3.562 2.730 0.467
C 4.274 2.883 1.775
C 3.845 1.651 -0.387
C 3.015 1.376 -1.455
H 0.866 2.747 -5.452
H -0.573 2.031 -6.211
H -0.439 3.795 -6.072
H -4.020 3.725 -4.692
H -2.738 4.427 -5.708
H -3.151 2.700 -5.859
H -0.545 2.417 -0.094
H -2.780 2.808 1.082
H -4.766 3.457 -0.255
H -4.572 3.824 -2.753
H 1.093 0.827 -3.178
H 0.901 4.056 -1.187
H 2.437 4.547 0.703
H 5.037 2.104 1.882
H 4.766 3.860 1.857
H 3.554 2.804 2.607
H 4.739 1.053 -0.189
H 3.243 0.564 -2.149

=====

Respective relative energy (zero: lowest compared OMol25 entry of this formula, charge and spin) values: 0.000, 0.000, 0.249, 0.000, 0.766, 1.009 eV.